Record 1
DFT (the ωB97M-V functional and the def2-TZVPD basis) results for one molecule with the formula C3H3NO2.

## Properties
2S+1	1
DFT total energy	-8741.7199	eV
SMILES	N#CC(=O)CO
energy relative to the best compared isomer or geometry (same formula, charge and spin)	78.66	kcal per mole
frontier orbital gap	10.24	eV

Positions of all 9 atoms, in Å:
N  -2.74240  -0.48549  -0.63805
C  -1.83232  -0.03556  -0.12825
C  -0.48796  0.45578  0.00609
O  -0.13975  1.63206  -0.22772
C  0.67698  -0.51959  0.37426
O  1.88000  0.12532  0.01591
H  0.70337  -0.78882  1.34224
H  0.22730  -1.18114  -0.29652
H  1.71477  0.79744  -0.44796

Record 2
DFT (the ωB97M-V functional and the def2-TZVPD basis) results for C48H96Li3O16P as an isolated structure.

## Properties
2S+1	1
DFT total energy	-94003.7541	eV
energy relative to the best compared isomer or geometry (same formula, charge and spin)	15.54	kcal per mole
frontier orbital gap	8.04	eV

Positions of all 164 atoms, in Å:
Li  -27.70565  -25.35677  7.60918
Li  -27.11247  -28.38155  6.16663
Li  -29.70098  -27.35128  9.93729
P  -28.23704  -27.64116  8.07107
O  -28.18947  -28.31609  9.45565
O  -29.12900  -26.39922  8.34222
O  -28.81069  -28.50083  6.94282
O  -26.91063  -27.04520  7.50669
C  -28.76971  -32.80883  7.70652
C  -29.10605  -33.83977  6.64786
C  -30.49407  -33.41399  6.11667
O  -30.73830  -32.13439  6.68832
C  -29.52537  -31.57715  7.21392
H  -27.69348  -32.65628  7.80656
H  -29.15405  -33.13374  8.67637
H  -29.13666  -34.85461  7.04900
H  -28.35423  -33.84882  5.85307
H  -31.20211  -34.13369  6.53036
H  -30.54446  -33.33010  5.03167
H  -29.68062  -30.83898  7.99904
H  -29.06086  -31.02826  6.38999
C  -23.29640  -27.83046  6.91526
C  -21.98366  -27.45148  6.24962
C  -21.38071  -26.53860  7.31775
O  -22.48041  -25.79905  7.82110
C  -23.69195  -26.52406  7.62788
H  -23.11652  -28.68979  7.56781
H  -24.08619  -28.12113  6.22298
H  -22.19590  -26.93662  5.30824
H  -21.32774  -28.29167  6.01532
H  -20.67591  -25.81078  6.90914
H  -20.89861  -27.12143  8.11168
H  -24.36468  -25.98593  6.95635
H  -24.16494  -26.73484  8.58685
C  -24.24168  -31.67324  6.48379
C  -24.82601  -31.46780  7.87962
C  -25.75302  -30.24124  7.73511
O  -26.00168  -30.16961  6.33148
C  -25.40544  -31.24914  5.60318
H  -23.95488  -32.71384  6.32871
H  -23.36932  -31.03511  6.34315
H  -24.05016  -31.27911  8.61878
H  -25.47476  -32.27779  8.21969
H  -25.21639  -29.34947  8.06266
H  -26.66616  -30.34428  8.32310
H  -25.17041  -30.89677  4.60068
H  -26.17420  -32.02615  5.52236
C  -25.22412  -26.63870  3.16182
C  -26.23030  -25.76903  3.90898
C  -27.44639  -26.68045  4.03355
O  -26.83912  -27.94726  4.27141
C  -25.72246  -28.08241  3.39376
H  -24.19018  -26.49656  3.47867
H  -25.22391  -26.35771  2.10354
H  -26.41125  -24.79729  3.45232
H  -25.88570  -25.60559  4.93485
H  -28.08437  -26.67142  3.14623
H  -28.01916  -26.35656  4.90033
H  -26.03272  -28.61508  2.49395
H  -24.93758  -28.61129  3.93596
C  -25.27840  -23.38735  10.71277
C  -26.02828  -24.58921  11.31556
C  -26.64088  -25.29488  10.09750
O  -26.83598  -24.24241  9.14946
C  -25.74084  -23.34288  9.25353
H  -24.20008  -23.50854  10.79693
H  -25.55721  -22.48894  11.26366
H  -26.80240  -24.23437  11.99637
H  -25.33114  -25.23009  11.85544
H  -27.54141  -25.85499  10.32720
H  -25.92945  -26.01805  9.68871
H  -26.02130  -22.36700  8.85408
H  -24.93206  -23.65877  8.58025
C  -33.87965  -28.00836  9.11837
C  -33.22452  -29.39631  9.13726
C  -31.73914  -29.06482  9.19726
O  -31.68089  -27.88006  9.98553
C  -32.84706  -27.08732  9.79769
H  -34.87138  -27.99824  9.56589
H  -33.98622  -27.60675  8.10928
H  -33.44774  -29.99736  8.25630
H  -33.51834  -29.90456  10.05604
H  -31.29931  -28.93127  8.20070
H  -31.16876  -29.86381  9.67197
H  -32.63576  -26.20726  9.19407
H  -33.21704  -26.78798  10.78084
C  -28.41940  -32.96109  12.18156
C  -27.81248  -31.69972  11.59151
C  -29.03030  -30.89469  11.21611
O  -30.01582  -31.22125  12.21818
C  -29.64129  -32.40202  12.92199
H  -27.75521  -33.52831  12.83276
H  -28.73595  -33.61877  11.36707
H  -27.20403  -31.88681  10.70059
H  -27.13782  -31.21934  12.30280
H  -29.43733  -31.19399  10.24667
H  -28.88201  -29.81783  11.23254
H  -30.46465  -33.11065  12.99800
H  -29.33049  -32.09282  13.92684
C  -24.20942  -29.73143  13.03374
C  -25.26095  -28.78720  12.44565
C  -24.99274  -28.79546  10.93374
O  -24.12336  -29.91775  10.75192
C  -24.06993  -30.75217  11.89398
H  -24.54108  -30.18632  13.96792
H  -23.24977  -29.23581  13.18229
H  -25.26970  -27.78303  12.87037
H  -26.23672  -29.23746  12.63902
H  -24.47203  -27.91838  10.54321
H  -25.91582  -28.91360  10.35791
H  -23.09972  -31.24440  11.87494
H  -24.87477  -31.49303  11.92443
C  -28.11404  -21.83666  6.55192
C  -29.41499  -22.23103  5.86127
C  -29.27475  -23.77025  5.74794
O  -27.91871  -24.06200  6.14343
C  -27.16680  -22.86748  5.97647
H  -28.12019  -22.00806  7.62988
H  -27.85330  -20.79205  6.37401
H  -29.53334  -21.73464  4.89915
H  -30.32383  -21.97722  6.41366
H  -29.44928  -24.03681  4.70055
H  -29.92235  -24.38979  6.36526
H  -26.89796  -22.78097  4.91618
H  -26.21854  -22.88820  6.51746
C  -28.69910  -26.62760  13.94181
C  -30.02309  -25.91478  14.04665
C  -30.42296  -25.70270  12.57951
O  -29.69041  -26.66650  11.84020
C  -28.90540  -27.49682  12.70643
H  -28.49543  -27.22840  14.83036
H  -27.90656  -25.88424  13.82699
H  -29.95665  -25.01295  14.65827
H  -30.75359  -26.52811  14.58511
H  -30.11058  -24.69606  12.28937
H  -31.50171  -25.77743  12.44522
H  -27.97756  -27.81287  12.23168
H  -29.47307  -28.40555  12.93655
C  -32.50002  -27.20010  5.81525
C  -33.25606  -26.70311  4.57629
C  -32.23367  -25.70039  4.04765
O  -31.01580  -26.39204  4.16231
C  -31.03635  -27.22365  5.33445
H  -32.81587  -28.14578  6.25194
H  -32.59754  -26.42755  6.58528
H  -34.26238  -26.34044  4.79809
H  -33.44022  -27.57274  3.93893
H  -32.24585  -24.77364  4.63601
H  -32.45351  -25.43588  3.01193
H  -30.40785  -26.80919  6.12401
H  -30.65370  -28.21169  5.08792
C  -30.09577  -22.71331  10.43941
C  -31.19658  -22.04426  11.23392
C  -32.47695  -22.55440  10.58697
O  -32.16266  -23.84855  10.11271
C  -30.80592  -23.86473  9.66664
H  -29.23048  -22.96432  11.05330
H  -29.70661  -22.02544  9.68255
H  -31.10643  -20.95429  11.26802
H  -31.13296  -22.26711  12.30449
H  -32.84200  -21.87699  9.80440
H  -33.31050  -22.65802  11.28450
H  -30.72317  -23.62968  8.60340
H  -30.37517  -24.84441  9.85331

Record 3
DFT (the ωB97M-V functional and the def2-TZVPD basis) results for one molecule with the formula C3H5IO.

## Properties
2S+1	1
DFT total energy	-13335.4333	eV
energy relative to the best compared isomer or geometry (same formula, charge and spin)	90.86	kcal per mole
frontier orbital gap (alpha / beta)	6.30 / 7.91	eV

Positions of all 10 atoms, in Å:
C  -0.98510  -0.14095  0.51846
C  -1.12294  -1.54572  0.86946
C  1.14155  2.47386  -0.70062
O  -1.66486  0.74856  0.90063
I  1.11553  0.46390  -0.91214
H  -0.18153  -1.78720  1.16833
H  -1.98881  -1.62492  1.54266
H  -1.24237  -2.18081  0.03616
H  2.23833  2.77562  -0.62865
H  0.69345  2.99977  -1.44339

Record 4
DFT (the ωB97M-V functional and the def2-TZVPD basis) results for an isolated ion of composition C4H8ClN4 and charge +1.

## Properties
2S+1	1
DFT total energy	-22754.6733	eV
SMILES	NC(N)=C/C=N\C(=[NH2+])Cl
energy relative to the best compared isomer or geometry (same formula, charge and spin)	0.00	kcal per mole
frontier orbital gap	9.29	eV
charge	+1

Positions of all 17 atoms, in Å:
N  -0.58689  -0.90764  0.76410
C  -1.41910  -0.44142  -0.15915
N  -2.63372  -0.97391  -0.25415
C  -1.06573  0.59262  -1.07340
C  0.11795  1.26603  -1.12549
N  1.12693  1.18749  -0.26781
C  1.91897  0.31529  0.17994
N  2.64227  0.48141  1.29017
Cl  2.26271  -1.19598  -0.68372
H  0.32880  -0.53330  0.91910
H  -0.89344  -1.64900  1.37621
H  -3.29382  -0.62625  -0.92848
H  -2.94467  -1.69079  0.37901
H  -1.82640  0.87278  -1.78325
H  0.22278  2.05404  -1.86276
H  3.41414  -0.13544  1.48673
H  2.62922  1.38407  1.74296

Record 5
DFT (the ωB97M-V functional and the def2-TZVPD basis) results for one molecule with the formula C18H28N2.

## Properties
2S+1	1
DFT total energy	-22099.9356	eV
SMILES	C[C@H](NCc1ccc(N(C)C)cc1)[C@H]1C[C@@H]2CC[C@H]1C2
energy relative to the best compared isomer or geometry (same formula, charge and spin)	2.85	kcal per mole
frontier orbital gap	8.26	eV

Positions of all 48 atoms, in Å:
C  3.37392  0.82369  -1.96386
C  2.26582  0.17384  -1.10568
N  1.17448  1.14007  -0.91572
C  0.15812  1.27865  -1.97266
C  -1.17527  1.28355  -1.31360
C  -1.91373  2.43301  -1.09870
C  -3.17307  2.39715  -0.56062
C  -3.77581  1.16759  -0.18357
N  -5.06184  1.08938  0.40591
C  -5.96248  2.24175  0.27516
C  -5.59341  -0.08110  1.14553
C  -3.00111  0.02087  -0.39814
C  -1.69312  0.06394  -0.92381
C  2.78108  -0.28190  0.28833
C  1.64020  -1.03907  1.08247
C  2.25848  -2.40767  1.35326
C  3.34885  -2.22714  2.39488
C  4.48682  -1.56004  1.60483
C  3.86581  -1.40162  0.17819
C  3.09108  -2.70541  0.10991
H  3.97780  0.04275  -2.42793
H  4.03616  1.46002  -1.37584
H  2.90445  1.35115  -2.77797
H  1.94681  -0.70195  -1.67920
H  0.68885  0.94066  -0.04618
H  0.31732  2.23319  -2.48269
H  0.19954  0.45367  -2.70938
H  -1.47017  3.40231  -1.38531
H  -3.73749  3.29358  -0.45055
H  -6.08448  2.51128  -0.77590
H  -5.56221  3.08542  0.80480
H  -6.98849  1.99889  0.64258
H  -6.39468  0.21103  1.87123
H  -6.00117  -0.79599  0.38555
H  -4.81095  -0.54878  1.69796
H  -3.43436  -0.93834  -0.12876
H  -1.13806  -0.86732  -1.05699
H  3.15694  0.61638  0.81514
H  0.72721  -1.20427  0.47759
H  1.39017  -0.50750  1.96918
H  1.52885  -3.14514  1.63348
H  3.68374  -3.20347  2.80198
H  2.99548  -1.63156  3.21935
H  4.70688  -0.60078  2.09946
H  5.38149  -2.16046  1.58386
H  4.61667  -1.27626  -0.58287
H  3.73887  -3.61258  0.26700
H  2.52999  -2.81542  -0.79173